Density functional theory data (the ωB97M-V functional and the def2-TZVPD basis) for a gas-phase ion, C4H9N2O2 (charge +1) at a distorted geometry.

Summary:
ΔE to the lowest compared entry with this formula, charge and spin = 4.899 eV
Lowest unoccupied orbital energy (alpha / beta) = -5.45 / -4.06 eV
Maximum force = 4.4 eV Å⁻¹
Net charge = +1

```
17
Properties=species:S:1:pos:R:3:forces:R:3:nbo_charge:R:1
C -0.196796 1.379524 -0.257915 -2.46 0.33 -1.86 0.84
C -2.357594 0.575081 0.292082 -1.03 -1.32 0.26 0.21
C 2.010153 0.622641 0.760400 -4.36 0.65 -0.48 0.07
C -3.201885 -0.662876 0.407957 -0.99 1.91 -0.68 -0.70
N 1.162571 1.063480 -0.334343 1.37 -1.85 3.53 -0.60
N 3.148658 -0.005512 0.221833 1.21 0.11 -3.08 -0.70
O -0.654285 2.290380 -0.910275 0.56 -0.43 0.95 -0.55
O -1.036062 0.415166 0.316368 3.28 0.74 -0.07 -0.48
H -2.845742 1.477732 0.011478 0.45 0.84 -0.15 0.20
H 1.480633 0.118549 1.576615 0.44 0.25 -0.19 0.22
H -2.730422 -1.577274 0.122632 0.54 -0.56 0.22 0.23
H -3.945199 -0.436408 -0.394820 0.04 -0.57 0.65 0.24
H -3.767725 -0.710169 1.358447 0.42 -0.20 -0.38 0.25
H 1.742769 1.597956 -0.938958 -0.66 1.16 -1.04 0.41
H 3.214906 0.376439 -0.802298 0.67 -0.96 2.19 0.45
H 3.151505 -1.020278 0.124982 -0.45 -0.53 -0.03 0.44
H 3.964051 0.203919 0.767425 0.96 0.44 0.16 0.45
```
Forces are in eV/Å.


Density functional theory data (the ωB97M-V functional and the def2-TZVPD basis) for a gas-phase ion, C4H9N2O2 (charge +1) at a distorted geometry.

Summary:
ΔE to the lowest compared entry with this formula, charge and spin = 4.560 eV
Lowest unoccupied orbital energy = -3.21 eV
Maximum force = 5.0 eV Å⁻¹
Net charge = +1

```
17
Properties=species:S:1:pos:R:3:forces:R:3:nbo_charge:R:1
C 0.365053 -0.616533 -1.348569 -1.33 -0.79 4.79 0.43
C -0.263346 1.656070 1.297372 1.62 1.59 -3.16 -0.67
C -0.837097 0.459638 0.482926 3.23 2.14 0.22 0.06
C 0.178236 -0.639505 0.317796 -1.01 0.31 -2.51 0.07
N -0.261751 0.319536 -1.933612 0.77 0.60 -1.97 -0.18
N 1.118329 -1.622639 -1.693103 0.50 -0.90 -0.06 -0.75
O -1.034265 1.019999 -0.936792 -1.04 0.28 1.96 -0.35
O -0.136947 -1.896144 0.749604 -0.29 -0.72 -2.95 -0.73
H 0.844301 1.952450 1.116227 -1.49 -1.24 -0.41 0.24
H -0.694924 2.669626 1.158537 -0.72 -0.86 0.14 0.24
H -0.236077 1.427254 2.282186 -0.44 -0.70 3.25 0.25
H -1.675044 -0.011008 0.867657 -2.36 -0.13 0.26 0.24
H -0.959054 2.024523 -0.885828 0.43 -1.46 -0.78 0.56
H 1.137586 -0.343548 0.579511 1.85 0.63 1.07 0.20
H 1.211193 -2.442481 -1.089519 -0.20 0.76 0.05 0.44
H 1.533184 -1.720748 -2.570649 0.39 -0.05 -1.69 0.42
H -0.289377 -2.236489 1.606256 0.11 0.55 1.80 0.53
```
Forces are in eV/Å.


Density functional theory data (the ωB97M-V functional and the def2-TZVPD basis) for 2 unconnected molecules or ions with the total composition C4H9N2O2S at a distorted geometry.

Summary:
ΔE to the lowest compared entry with this formula, charge and spin = 2.285 eV
Lowest unoccupied orbital energy = -4.45 eV
Maximum force = 5.1 eV Å⁻¹
Net charge = +1

```
18
Properties=species:S:1:pos:R:3:forces:R:3:nbo_charge:R:1
C -0.570470 -1.113265 -1.122393 -0.85 -0.99 1.93 0.31
C 1.490308 1.149604 0.210800 -1.50 -0.08 -0.93 1.15
C 1.292800 3.130481 -1.061404 -1.08 0.60 0.11 -0.24
C -0.604272 -1.856599 2.460950 3.96 1.56 -2.73 -0.73
N -0.391635 -0.573781 0.054205 1.02 -0.35 -0.38 -0.75
N -1.714740 -1.758775 -1.521796 2.69 0.97 -0.47 -0.79
O 2.196327 0.869815 1.036867 0.75 -0.53 0.96 -0.32
O 0.895152 1.722648 -0.693864 0.74 -0.80 0.57 -0.43
S -1.573801 -0.830246 1.290660 -0.04 -0.02 -0.09 0.35
H 0.359210 -1.281347 -1.693722 -0.84 0.76 -0.49 0.20
H 2.016257 3.632091 -0.392178 -0.34 -0.79 -0.24 0.24
H 0.279495 3.514645 -0.968197 0.41 0.88 -0.25 0.24
H 1.588207 3.020364 -2.088154 0.32 0.24 -0.25 0.24
H -0.272663 -2.821184 2.031582 -1.01 0.20 0.41 0.23
H -1.164005 -1.850429 3.349986 -0.33 -0.25 1.26 0.24
H 0.471918 -1.303042 2.498675 -2.63 -0.99 0.66 0.22
H -1.842691 -1.734369 -2.506904 -0.51 -0.60 -0.54 0.41
H -2.455396 -1.916612 -0.885113 -0.78 0.18 0.48 0.42
```
Forces are in eV/Å.


Density functional theory data (the ωB97M-V functional and the def2-TZVPD basis) for 2 unconnected molecules or ions with the total composition C4H9N2O3 at a distorted geometry.

Summary:
ΔE to the lowest compared entry with this formula, charge and spin = 3.033 eV
Lowest unoccupied orbital energy = 3.75 eV
Maximum force = 4.9 eV Å⁻¹
Net charge = -1

```
18
Properties=species:S:1:pos:R:3:forces:R:3:nbo_charge:R:1
C -0.031162 -1.650313 0.301116 -0.28 0.51 -0.04 -0.58
C -0.305376 -0.565413 -0.368711 0.60 2.43 -4.23 0.34
C -0.497713 0.976679 1.672873 -1.68 -3.58 0.71 -0.62
C -1.099744 0.606204 0.221789 1.07 -0.30 1.76 0.06
N 1.751711 -1.955736 -2.572361 -0.31 1.11 1.57 -0.68
N 2.622859 -1.994290 -1.603518 -0.49 -0.33 -1.99 0.16
O 3.550030 -2.787483 -1.761621 1.20 -0.91 0.51 -0.57
O 0.076601 -0.305834 -1.709925 -0.03 -0.31 2.92 -0.79
O -1.215998 1.750821 -0.581553 -0.24 0.24 0.14 -0.73
H -0.297887 -1.661266 1.287701 -0.83 -0.24 2.41 0.17
H 0.007558 0.031775 2.161663 -1.16 1.79 -0.98 0.21
H -1.262531 1.331150 2.415838 0.58 -0.06 -0.90 0.19
H 0.276724 1.646672 1.574922 1.61 1.84 -0.35 0.20
H -2.090427 0.218115 0.361845 -0.74 0.07 0.17 0.17
H 1.820827 -2.662041 -3.312924 0.65 0.00 0.34 0.31
H 0.652185 -2.356028 0.025556 1.37 -1.81 -1.19 0.22
H 0.918081 -0.999226 -2.023010 -1.53 0.07 -0.69 0.48
H -0.435872 1.853027 -1.133563 0.21 -0.53 -0.15 0.49
```
Forces are in eV/Å.


Density functional theory data (the ωB97M-V functional and the def2-TZVPD basis) for 2 unconnected molecules or ions with the total composition C4H9N2O3 at a distorted geometry.

Summary:
ΔE to the lowest compared entry with this formula, charge and spin = 8.105 eV
Lowest unoccupied orbital energy (alpha / beta) = 2.32 / 2.32 eV
Maximum force = 4.5 eV Å⁻¹
Net charge = -1

```
18
Properties=species:S:1:pos:R:3:forces:R:3:nbo_charge:R:1
C 1.579222 -1.326939 -0.854142 -0.55 1.27 -0.19 -0.64
C -0.776272 -0.720970 -1.039366 0.77 4.19 1.54 -0.64
C 0.948576 1.120299 -0.504542 -0.13 -0.94 -0.03 -0.64
C 0.542241 -0.347493 -0.230023 0.15 -0.27 0.53 0.27
N -1.036246 1.393536 1.966264 3.05 0.15 -1.33 0.05
N -2.097146 0.993729 2.388471 -0.82 0.05 1.31 0.48
O -2.708406 -0.026865 2.347404 -0.96 -1.39 -0.25 -0.43
O -2.425092 2.066901 3.046106 -0.51 0.41 0.05 -0.44
O 0.647502 -0.564369 1.134567 -2.06 0.47 -0.20 -0.76
H 1.016568 -2.217093 -1.007315 0.03 -0.97 -0.79 0.19
H 2.079217 -0.863434 -1.726524 -0.25 -0.79 0.13 0.18
H 2.223458 -1.531687 -0.053205 1.56 -0.18 0.83 0.22
H -1.443594 -1.285721 -0.502914 -1.38 -1.77 1.33 0.21
H -0.484595 -1.121697 -1.939501 0.36 -1.18 -2.13 0.18
H -1.292427 0.237658 -1.267646 -0.03 -0.54 0.10 0.18
H 0.264725 1.571947 -1.203610 -0.15 0.62 -0.18 0.18
H 1.079133 1.671796 0.425962 -0.23 -0.06 -0.21 0.23
H 1.883135 0.950401 -0.979986 1.16 0.93 -0.50 0.18
```
Forces are in eV/Å.


Density functional theory data (the ωB97M-V functional and the def2-TZVPD basis) for a gas-phase ion, C4H9N2O3 (charge +1) at a distorted geometry.

Summary:
ΔE to the lowest compared entry with this formula, charge and spin = 5.289 eV
Lowest unoccupied orbital energy (alpha / beta) = -5.33 / -5.33 eV
Maximum force = 8.4 eV Å⁻¹
Net charge = +1

```
18
Properties=species:S:1:pos:R:3:forces:R:3:nbo_charge:R:1
C -1.499912 0.430538 0.211542 -0.86 2.76 1.87 -0.34
C -0.562807 -0.272092 -0.456922 1.82 -2.93 -3.07 0.66
C 1.256675 0.486400 1.214948 1.78 -1.37 1.30 -0.46
C 2.075650 -0.533252 -0.865051 -0.59 -0.68 -1.64 -0.44
N -2.842709 0.267213 0.121558 0.24 -1.90 -0.08 0.53
N 1.019836 0.372155 -0.270056 -0.25 -1.17 1.57 -0.43
O -3.295632 -0.834063 -0.522403 -6.20 4.37 3.61 -0.47
O -3.698584 0.896070 0.658034 0.90 0.07 -0.41 -0.21
O -0.656140 -1.233954 -1.193191 0.58 1.61 1.21 -0.51
H -1.207926 1.227596 0.870964 -0.34 0.20 -0.07 0.25
H 2.216448 0.878961 1.627263 0.04 -0.07 -1.65 0.26
H 0.614266 1.170474 1.700495 -1.37 0.23 0.24 0.23
H 1.292848 -0.546622 1.680008 -0.84 1.14 -0.70 0.24
H 3.019425 -0.021122 -1.045131 -0.16 0.48 0.49 0.25
H 2.261651 -1.366969 -0.147575 -0.42 0.51 -0.91 0.24
H 1.759708 -0.850871 -1.927891 0.14 0.09 1.99 0.26
H 1.027264 1.297632 -0.678947 0.02 0.21 -0.35 0.44
H -2.780068 -1.368095 -0.977645 5.50 -3.56 -3.41 0.51
```
Forces are in eV/Å.